Entry from the OMol25 dataset: a 13-piece molecular cluster, C15H46BO20 overall (ωB97M-V with the def2-TZVPD basis set).

```
! wB97M-V def2-TZVPD RIJCOSX def2/J DEFGRID3
* xyz -1 1
H 5.26862 -4.06448 4.15457
C 5.10854 -4.28683 1.94772
H 6.43452 -5.22216 3.46236
H -2.81350 5.18927 -0.76851
H -5.27918 0.76672 -1.99102
H -1.95261 -2.46891 -2.80507
O -2.82886 -2.98445 0.75419
H 1.57011 1.08438 -3.14911
H 4.13181 -4.74978 2.08838
C -1.88800 5.71934 -0.99339
H 1.78968 3.13209 0.87608
O 2.50408 -2.78946 -2.59101
C -5.30059 0.09770 1.61390
H -3.43878 4.49772 1.31808
H 0.95782 -4.80184 3.07896
H -5.68493 1.44355 -4.36984
O 2.23344 2.89832 -2.90615
H 3.96421 1.21066 -4.00081
H -0.27894 3.92228 1.09434
H 2.01102 -0.06777 4.48394
H -1.94934 -2.37670 -1.29398
O -2.26433 -2.91688 -2.01869
H -2.63669 -2.87494 1.68549
H 4.40154 1.70099 -2.32850
C 1.42955 -3.23275 -0.28488
H 2.14073 1.34069 -1.56196
H -0.75085 3.88612 -0.95092
H 0.13687 5.38601 -0.65421
C 2.38609 -0.50136 3.55689
H 4.95402 -3.24266 1.67581
H -5.06706 -0.55904 -3.00446
O 2.12715 -4.13967 0.20442
H -2.59565 -2.14367 0.36055
H 5.55670 -4.78875 1.09020
H -6.34240 0.40368 1.51853
O -4.00236 3.82667 0.93298
H 6.61195 -2.62627 3.85626
H 3.04160 0.24658 3.11083
O -0.98266 4.52118 0.83414
C -4.62251 0.41175 -2.78529
H -3.64167 0.23410 -2.34427
H -4.87753 2.67538 2.03114
O -1.13955 -0.75088 -0.47513
B 0.25504 -1.26724 -0.44297
H 2.68957 3.44792 -2.26467
O -5.28826 2.17544 2.74034
C 1.68346 -2.54735 -1.70444
H -1.96047 6.62997 -0.39875
C 5.90947 -4.28088 3.29983
H -1.81318 5.93114 -2.05999
H -4.40209 2.39152 -3.47376
H 3.14214 3.37954 0.24244
C -4.70441 1.43225 -3.89387
C 0.19405 0.89999 0.36629
H 4.82394 -4.82528 -2.80241
O 2.60439 3.61981 0.99698
C -1.30392 0.51698 -0.03950
H -3.39981 1.95039 -5.22751
H 2.42805 -2.44522 3.86103
C 2.37885 1.56783 -2.60111
H -5.21567 -0.98246 1.73295
C -4.72140 0.85280 2.74127
O 3.07395 -1.73547 3.83507
O -2.33210 1.28540 -0.03968
H -3.66971 0.92348 2.46368
O 0.77179 -1.49653 -1.78899
H 1.37589 -3.65635 2.18177
O 0.93652 -0.23879 0.33096
O 6.90264 -3.31502 3.25398
O 0.32816 -2.61175 0.22106
H -4.79840 0.19845 0.65174
C 3.74047 1.08795 -2.94110
H -3.40317 3.25985 0.44727
O 0.55520 2.07202 0.71659
H 3.90484 0.01365 -2.85758
O 1.09518 -3.85456 3.07516
H -4.71852 0.31333 3.68840
O 3.97919 -4.94606 -3.23605
O -3.67607 1.09920 -4.88001
H 3.49271 -4.14506 -3.04123
C -0.81097 4.87286 -0.49177
H 1.53059 -0.57967 2.88601
*
```

Output
Frontier orbital gap   8.81 eV
HOMO level   -7.68 eV
Total energy   -57932.825 eV

Which charges does Löwdin predict for the atoms? In e, they are: 0.10, -0.07, 0.10, 0.06, 0.07, 0.04, -0.03, 0.12, 0.05, -0.09, -0.05, 0.12, -0.11, 0.05, 0.05, 0.11, -0.05, 0.08, 0.05, 0.07, -0.03, -0.03, 0.04, 0.08, -0.27, 0.10, 0.11, 0.11, -0.14, 0.07, 0.08, 0.12, 0.00, 0.06, 0.08, -0.04, 0.08, 0.08, -0.07, -0.09, 0.06, 0.01, 0.15, -0.93, 0.08, -0.09, -0.22, 0.09, -0.32, 0.09, 0.11, 0.01, -0.28, -0.20, 0.02, -0.06, -0.21, 0.06, 0.03, -0.38, 0.07, -0.32, -0.13, 0.08, 0.09, 0.20, 0.00, 0.22, -0.08, 0.19, 0.05, -0.07, 0.02, 0.05, 0.07, -0.04, 0.11, -0.07, -0.10, -0.04, -0.38, 0.06



Entry from the OMol25 dataset: a 7-piece molecular cluster, C15H46N2O9 overall (ωB97M-V with the def2-TZVPD basis set).

```
! wB97M-V def2-TZVPD RIJCOSX def2/J DEFGRID3
* xyz -1 2
H 2.68499 1.04748 3.19925
C 1.10485 0.43485 0.86754
H 1.53939 0.05235 -1.93335
H 1.14003 -2.48258 -1.02136
H -3.84306 0.77695 0.16409
C -3.46375 -0.37977 -4.79352
N 0.57992 0.11532 -3.88824
H -0.39127 1.74055 0.52509
H 2.11958 0.63143 0.52144
H 0.17523 3.27782 2.28528
H -2.08245 1.61851 2.56001
H -0.05407 -1.93264 -3.87145
O 1.99620 -1.96108 3.84613
H -3.35357 2.66889 -1.49322
H -0.57815 0.24689 5.10698
O -2.22357 0.13688 -5.26376
H -2.93589 -2.05125 2.25998
H 2.43487 -3.84152 4.49368
O -2.11587 1.85742 0.03698
C 0.63152 -3.02132 -0.22182
H -2.92489 -1.39650 0.60733
H -0.37733 -0.81666 -5.98247
H -3.55303 -1.10988 -3.98912
C 1.72182 1.98563 -2.94485
O 0.48415 4.15151 2.52500
H 1.18358 2.54393 -3.71081
C -2.31886 -1.58097 1.49435
H -1.54602 -1.87015 -5.41103
C -2.43771 2.09438 -1.35456
H -1.37203 -0.09811 0.89855
H 1.29452 -2.79080 0.61208
H -0.76430 -0.31774 3.71469
H -1.57296 2.54640 -1.84035
H -0.43919 -2.42172 2.09260
H -3.50170 0.55978 2.80593
H 1.46052 -1.19811 4.07532
H -1.46188 -3.53832 1.20759
C -0.48028 -0.93013 -3.83371
C -1.10130 -2.50996 1.23125
H 0.50777 -4.09884 -0.33006
H 0.83109 -3.47699 4.87107
C 3.73190 1.55279 -1.81408
H 0.98893 -0.18264 1.75825
H -3.85577 -0.97424 -5.61877
H -2.54321 1.24301 -2.02697
H 3.63328 0.48350 -1.62703
H 3.50856 2.20645 -0.97092
O -0.61779 -2.30612 -0.04171
H 1.99663 -2.54246 5.73066
O -0.12116 -0.23696 4.41901
H 4.79175 1.77586 -1.93687
C -2.68316 0.81540 2.13307
H 3.44762 -1.02105 2.40614
C 3.76009 0.89502 3.10426
O 3.15169 1.88887 -3.04416
H 4.10666 1.73232 2.49852
H 1.31111 3.99678 2.98152
C 1.80190 -2.99444 4.75808
O 0.37930 1.64218 1.08915
N -1.87004 -0.25941 1.76230
O 4.08462 -0.30838 2.31706
H -3.77193 2.25262 1.08987
C -1.14038 -0.87930 -5.20663
H 1.42737 2.60029 -2.09421
C -3.18648 1.38457 0.78683
H 0.05221 0.93342 -2.03537
H 0.17098 0.75347 -4.55580
C 0.96021 0.70009 -2.59143
H -4.18980 0.39164 -4.53689
H 4.20820 0.74924 4.08713
H -1.18649 -0.78907 -3.01551
H 0.65629 -0.16535 0.07592
*
```

Output
Frontier orbital gap (spin up / spin down)   1.69 / 8.17 eV
HOMO level (spin up / spin down)   0.67 / -5.88 eV
Total energy   -37701.804 eV
Energy above the lowest of the compared OMol25 structures with the same formula, charge and spin   0.0 kJ/mol

Which charges does Löwdin predict for the atoms? In e, they are: 0.05, -0.14, 0.09, 0.08, 0.11, -0.15, -0.05, 0.03, 0.07, -0.02, 0.10, 0.11, -0.16, 0.09, -0.03, -0.19, 0.09, 0.07, -0.22, -0.07, 0.11, 0.12, 0.08, -0.20, -0.09, 0.12, -0.22, 0.11, -0.07, 0.08, 0.08, -0.02, 0.08, 0.11, 0.09, 0.01, 0.11, -0.20, -0.26, 0.09, 0.05, -0.13, 0.07, 0.08, 0.07, 0.09, 0.09, -0.21, 0.07, -0.27, 0.09, -0.23, 0.03, -0.13, -0.16, 0.07, 0.01, -0.23, -0.14, -0.11, -0.17, 0.11, -0.19, 0.11, -0.25, 0.09, 0.08, -0.19, 0.08, 0.07, 0.11, 0.05



Entry from the OMol25 dataset: C15H47F3HfN2O14S as an isolated structure (ωB97M-V with the def2-TZVPD basis set).

```
! wB97M-V def2-TZVPD RIJCOSX def2/J DEFGRID3
* xyz 3 2
O 5.31140 -4.41223 5.86624
H -3.60877 -0.03540 -1.44223
O -0.40004 6.21713 -2.39917
H -2.32088 1.34482 -2.96126
C -3.78452 -2.59913 0.10039
H 1.83133 -3.04575 3.03290
C -0.68173 -0.03494 -6.03723
O -4.74829 1.45484 -0.66105
H -0.06777 5.97804 -1.53391
H 3.65006 -4.95123 3.05011
C -1.59545 -2.80370 -0.80183
H 0.66176 2.43659 -0.58512
H 3.61553 -2.49173 4.64699
H 1.68062 1.48261 3.26250
H 3.54333 -5.28334 6.56852
O 1.68334 -0.45061 3.95079
C 3.80478 -4.23199 3.85438
H -1.22331 1.66113 -3.95483
H 0.07043 0.71260 3.04824
C 2.32655 -0.94719 2.78741
C 5.12895 -4.75944 4.51085
H 1.47611 -0.77000 -4.63248
H 0.14442 -0.07427 -6.74718
H 5.93242 -4.29533 3.93890
C -4.96237 3.85961 0.69358
C -0.26057 -2.07144 -1.01555
C 4.61583 -5.30874 6.76138
F -5.09880 5.08837 0.38913
C -0.08754 -1.39736 -3.28798
H 3.20416 -2.74547 1.91341
H 4.79857 -6.38319 6.74507
H 0.75593 6.66295 0.84156
H -2.06431 -3.23379 -1.68687
H 0.11318 3.29844 0.88532
H 1.68545 -0.75010 1.92820
H -3.82994 -0.33496 -2.90962
O -1.82922 2.07386 -3.33940
C -0.18817 2.89865 -0.08291
H 2.96946 -4.38004 4.53880
O 1.16833 6.20498 0.10915
H 0.53045 -2.78231 -1.25441
N -0.37895 -0.94847 -1.95341
H 0.66567 5.39542 0.01869
H 5.48594 -5.77331 4.32993
F -3.84566 3.58126 1.44673
O -0.14448 0.51213 -4.84566
H -1.36187 1.11082 -0.74534
O -0.63433 3.94315 -0.89154
C 2.69688 -2.41805 2.82091
O 1.97021 -0.01804 -0.60062
H -1.37563 0.69706 -6.45049
H -1.36063 -0.72754 -1.86639
C 0.68626 -0.28293 -4.06063
O 0.54683 3.95762 -3.55281
H 1.20343 -0.28627 -1.10690
C -1.11390 1.71814 0.12518
H 1.18942 3.56337 -2.96299
H 0.09362 7.00185 -2.63740
H 1.61040 0.47404 0.13736
C 0.95074 0.79266 3.68600
H -4.40128 -2.47144 -0.78923
H -4.31286 -1.95366 0.80206
O -3.14110 -0.24140 -2.25161
H -0.57064 1.00918 0.74996
S -4.73298 2.91420 -0.94804
H 0.64175 -2.20500 -3.35081
O -5.87715 3.26573 -1.82716
H 1.46929 0.23453 -3.50639
H -0.99407 -1.69939 -3.81246
H 4.97348 -4.95075 7.72680
N 3.87675 -2.78173 3.71545
H 3.27855 -0.45882 2.57933
H -2.01292 2.02996 0.65681
H -3.92992 -3.62722 0.43204
H 0.97536 3.95823 -4.40873
O -2.46380 -2.06638 -0.07521
H -1.13129 -1.02775 -6.05475
H -0.11937 -1.69496 -0.00242
Hf -1.86105 4.33688 -2.96330
O -3.45028 3.40207 -1.44176
H -1.53896 -3.72379 -0.22017
F -6.08358 3.55741 1.34772
H 0.57140 1.10026 4.66047
*
```

Output
Frontier orbital gap   3.60 eV
HOMO level   -15.65 eV
Total energy   -68221.699 eV

Which charges does Löwdin predict for the atoms? In e, they are: -0.08, 0.03, -0.08, 0.04, -0.07, 0.14, -0.06, -0.29, 0.01, 0.15, -0.27, 0.11, 0.15, 0.09, 0.10, -0.17, -0.13, 0.04, 0.07, -0.22, -0.16, 0.13, 0.10, 0.14, -0.64, -0.16, -0.02, 0.21, -0.16, 0.14, 0.11, 0.07, 0.13, 0.14, 0.09, 0.09, -0.08, -0.32, 0.14, -0.01, 0.13, -0.08, -0.01, 0.15, 0.11, -0.24, 0.05, -0.30, -0.11, -0.05, 0.09, 0.04, -0.20, -0.05, -0.03, -0.05, 0.10, 0.12, 0.00, -0.05, 0.08, 0.10, -0.03, 0.07, 0.60, 0.13, -0.27, 0.12, 0.13, 0.11, 0.14, 0.13, 0.08, 0.10, 0.11, -0.20, 0.10, 0.10, 2.33, -0.46, 0.13, 0.19, 0.10